# 1
C25H31N3O7 | the ωB97M-V functional and the def2-TZVPD basis

The energy above the lowest of the compared OMol25 structures with the same formula, charge and spin is 43.2 kJ/mol. The maximum force is 0.0168 Eh/bohr. The energy is -45230.8069 eV. The charge is 0. The SMILES is COC(=O)c1[nH]c(C)c(/C(O)=C2\C(=O)C(=O)N(CCN(C)C)[C@H]2c2cc(OC)ccc2OC)c1C. The orbital gap is 8.257 eV.

Each line ends with the natural charge from an NBO analysis.
Atoms and positions in Å:
C -8.168 -0.218 -0.855  -0.26
O -6.864 -0.580 -0.433  -0.53
C -5.975 0.444 -0.343  0.77
O -6.274 1.588 -0.595  -0.60
C -4.676 -0.033 0.085  -0.06
N -4.445 -1.362 0.356  -0.47
C -3.164 -1.555 0.710  0.28
C -2.662 -2.893 1.096  -0.66
C -2.529 -0.315 0.681  -0.25
C -1.146 -0.007 1.008  0.53
O -1.016 1.059 1.810  -0.67
C -0.079 -0.723 0.557  -0.31
C -0.067 -1.794 -0.414  0.46
O -0.967 -2.221 -1.110  -0.53
C 1.361 -2.342 -0.412  0.58
O 1.778 -3.320 -0.993  -0.59
N 2.079 -1.561 0.431  -0.41
C 3.434 -1.857 0.813  -0.23
C 4.473 -0.985 0.096  -0.23
N 5.795 -1.155 0.671  -0.44
C 6.380 -2.440 0.340  -0.42
C 6.677 -0.074 0.278  -0.41
C 1.361 -0.406 0.915  -0.08
C 1.783 0.865 0.195  -0.10
C 1.979 0.834 -1.178  -0.25
C 2.374 1.974 -1.866  0.29
O 2.598 2.035 -3.203  -0.49
C 2.394 0.870 -3.971  -0.25
C 2.568 3.155 -1.150  -0.24
C 2.345 3.203 0.211  -0.27
C 1.938 2.063 0.894  0.31
O 1.639 2.022 2.242  -0.55
C 1.815 3.195 3.003  -0.25
C -3.493 0.654 0.301  0.06
C -3.266 2.111 0.123  -0.65
H -8.743 -1.139 -0.893  0.19
H -8.615 0.484 -0.147  0.19
H -8.132 0.254 -1.839  0.19
H -5.149 -2.077 0.268  0.43
H -3.452 -3.480 1.560  0.22
H -1.824 -2.804 1.782  0.23
H -2.308 -3.418 0.207  0.26
H -0.085 1.283 1.990  0.50
H 3.589 -2.910 0.567  0.23
H 3.545 -1.716 1.893  0.20
H 4.455 -1.214 -0.985  0.17
H 4.191 0.063 0.224  0.20
H 5.758 -3.239 0.736  0.20
H 6.493 -2.585 -0.745  0.17
H 7.362 -2.509 0.805  0.20
H 6.248 0.875 0.597  0.20
H 7.638 -0.204 0.774  0.20
H 6.847 -0.034 -0.809  0.16
H 1.529 -0.292 1.993  0.22
H 1.826 -0.102 -1.692  0.22
H 1.360 0.521 -3.906  0.18
H 3.069 0.064 -3.666  0.18
H 2.615 1.155 -4.998  0.20
H 2.884 4.036 -1.684  0.23
H 2.488 4.136 0.730  0.22
H 1.540 2.926 4.022  0.21
H 1.162 3.999 2.652  0.18
H 2.855 3.530 2.985  0.18
H -3.019 2.571 1.078  0.23
H -2.432 2.283 -0.557  0.22
H -4.162 2.575 -0.277  0.25

Forces on atoms 1 to 3 (eV/Å):
C -0.306 0.259 -0.122
O 0.420 -0.138 0.128
C -0.285 0.168 -0.097



# 2
C6H9N | the ωB97M-V functional and the def2-TZVPD basis

The energy above the lowest of the compared OMol25 structures with the same formula, charge and spin is 441.9 kJ/mol. The maximum force is 0.0226 Eh/bohr. The energy is -7853.5794 eV. The charge is 0. The orbital gap is 7.232 eV.

Each line ends with the natural charge from an NBO analysis.
Atoms and positions in Å:
C 0.334 -1.806 -0.354  -0.26
C -0.170 -0.535 0.003  -0.05
C 0.359 0.764 0.021  0.02
C 1.766 1.107 -0.344  -0.64
C -0.635 1.561 0.610  -0.35
C -1.762 0.737 0.790  0.03
N -1.465 -0.513 0.407  -0.48
H 1.223 -1.901 -0.994  0.22
H -1.154 -2.182 -0.816  -0.06
H 0.181 -2.684 0.261  0.21
H 1.875 2.174 -0.542  0.22
H 2.115 0.562 -1.230  0.21
H 2.453 0.852 0.466  0.22
H -0.547 2.597 0.906  0.22
H -2.780 0.993 1.063  0.21
H -1.795 -1.727 -0.246  0.27

Forces on atoms 1 to 3 (eV/Å):
C -0.776 -0.393 -0.435
C 0.075 -0.002 -0.090
C 0.171 -0.221 0.307



# 3
C67H138F15N7O15S5 | the ωB97M-V functional and the def2-TZVPD basis

The maximum force is 0.1151 Eh/bohr. The energy is -207778.0252 eV. The charge is +2. The orbital gap is 5.302 eV.

Each line ends with the Mulliken charge.
Atoms and positions in Å:
C -1.739 8.708 5.294  -1.01
C -2.486 7.443 5.025  -0.37
C -2.213 6.838 3.631  -0.05
N -2.941 5.433 3.433  1.26
C -2.604 4.466 4.614  -1.29
C -4.478 5.513 3.297  -0.62
C -4.954 4.509 2.183  -1.35
C -3.609 3.920 1.556  -0.60
C -2.514 4.828 2.034  0.22
H -0.752 8.437 5.668  -0.09
H -2.229 9.213 6.128  0.50
H -1.609 9.440 4.497  0.18
H -3.552 7.661 5.084  0.48
H -2.369 6.775 5.879  0.08
H -1.170 6.570 3.461  -0.19
H -2.534 7.521 2.844  0.34
H -1.521 4.338 4.585  0.17
H -3.133 3.525 4.462  0.73
H -2.812 4.920 5.582  0.29
H -4.894 5.571 4.303  0.51
H -4.756 6.475 2.865  0.35
H -5.691 3.782 2.524  0.42
H -5.511 4.994 1.381  0.39
H -3.534 2.971 2.088  0.10
H -3.629 3.614 0.510  0.77
H -1.565 4.292 2.014  -0.23
H -2.545 5.737 1.433  -0.19
C 7.268 11.509 8.890  -1.40
C 6.060 10.963 8.047  -0.32
C 6.153 11.434 6.560  -0.56
N 5.010 10.786 5.699  0.51
C 3.595 11.475 5.941  -1.07
C 2.541 10.937 4.999  -0.03
C 2.912 11.104 3.537  0.27
C 4.286 10.512 3.161  0.60
C 5.410 10.935 4.150  -1.24
C 4.849 9.284 5.957  -1.49
H 8.231 11.138 8.539  0.34
H 7.035 11.311 9.936  0.40
H 7.308 12.588 9.034  0.37
H 5.100 11.015 8.561  0.41
H 6.324 9.906 8.018  0.21
H 7.086 11.238 6.032  0.42
H 5.895 12.492 6.518  0.39
H 3.616 12.563 5.892  0.47
H 3.309 11.200 6.957  0.41
H 1.647 11.551 5.101  0.73
H 2.322 9.881 5.161  -0.32
H 2.921 12.157 3.258  0.68
H 2.131 10.706 2.890  -0.97
H 4.611 10.801 2.162  0.77
H 4.121 9.434 3.176  -0.61
H 5.568 12.005 4.013  0.56
H 6.307 10.358 3.928  0.44
H 5.842 8.850 5.836  0.70
H 4.169 8.671 5.365  0.24
H 4.595 9.129 7.006  0.46
C 2.634 4.682 -2.051  0.61
C 2.909 4.462 -3.518  -1.10
C 1.765 3.563 -4.272  0.19
N 2.175 3.052 -5.692  0.38
C 2.952 4.090 -6.527  -0.79
C 2.031 5.374 -6.810  -0.25
C 0.680 4.992 -7.474  -0.94
C -0.065 3.866 -6.761  0.25
C 0.821 2.680 -6.360  -0.96
C 3.085 1.850 -5.635  -1.06
H 1.660 5.121 -1.833  -0.05
H 3.427 5.192 -1.505  -0.10
H 2.577 3.713 -1.556  -0.65
H 3.888 4.016 -3.693  0.45
H 3.078 5.449 -3.948  0.44
H 0.900 4.226 -4.252  -0.26
H 1.426 2.686 -3.721  0.16
H 3.826 4.405 -5.957  0.40
H 3.449 3.628 -7.380  0.49
H 1.689 5.794 -5.864  0.00
H 2.558 6.160 -7.349  0.49
H 0.041 5.871 -7.548  0.47
H 0.712 4.608 -8.494  0.33
H -0.513 4.182 -5.819  -0.59
H -0.959 3.611 -7.330  0.60
H 0.385 1.833 -5.830  0.59
H 1.057 2.143 -7.278  0.44
H 2.551 1.001 -5.208  0.32
H 3.971 2.113 -5.056  0.47
H 3.439 1.564 -6.626  0.37
C -2.621 13.135 -1.630  -1.39
C -1.656 12.593 -0.554  -0.40
C -1.487 11.134 -0.782  -0.66
N -0.616 10.304 0.239  0.81
C 0.852 10.729 0.134  -0.23
C 1.426 10.230 -1.209  -1.46
C 1.287 8.733 -1.454  0.11
C -0.169 8.370 -1.358  -0.31
C -0.733 8.766 -0.010  0.32
C -1.190 10.542 1.639  -0.94
H -2.015 13.155 -2.536  0.36
H -2.848 14.173 -1.385  0.41
H -3.549 12.565 -1.669  0.37
H -2.188 12.819 0.370  0.37
H -0.746 13.193 -0.567  0.25
H -1.067 11.000 -1.779  0.53
H -2.456 10.689 -0.557  0.28
H 0.831 11.818 0.191  0.77
H 1.336 10.294 1.008  -0.32
H 0.878 10.814 -1.948  0.55
H 2.448 10.579 -1.356  0.54
H 1.636 8.524 -2.465  0.61
H 1.825 8.133 -0.720  -0.38
H -0.703 8.905 -2.143  0.49
H -0.278 7.306 -1.567  -0.51
H -1.808 8.613 0.080  0.59
H -0.230 8.224 0.791  -0.66
H -0.788 11.537 1.831  0.55
H -0.745 9.854 2.357  -0.14
H -2.273 10.476 1.745  0.32
C 10.887 10.480 2.762  -1.24
C 10.507 9.370 1.757  -0.35
C 9.321 8.638 2.436  -0.22
N 8.578 7.597 1.599  0.62
C 7.715 6.727 2.582  -1.10
C 6.572 5.957 1.873  0.19
C 5.835 6.729 0.761  1.63
C 6.760 7.247 -0.292  -0.96
C 7.795 8.159 0.331  -0.84
C 9.608 6.628 0.876  -0.95
H 11.180 9.992 3.691  0.36
H 9.978 11.053 2.948  0.27
H 11.736 11.048 2.382  0.40
H 11.336 8.709 1.504  0.42
H 10.148 9.882 0.864  0.29
H 8.584 9.309 2.877  -0.22
H 9.842 8.006 3.155  0.45
H 7.337 7.438 3.317  0.21
H 8.310 5.995 3.129  0.36
H 5.829 5.720 2.634  0.11
H 7.029 5.074 1.425  0.03
H 5.257 7.515 1.246  -0.26
H 5.134 6.061 0.260  -0.99
H 6.258 7.830 -1.063  0.49
H 7.129 6.455 -0.944  0.23
H 7.287 8.988 0.825  0.43
H 8.483 8.630 -0.370  0.50
H 9.078 5.975 0.183  0.27
H 10.124 6.053 1.644  0.37
H 10.321 7.232 0.314  0.41
C 3.884 2.321 2.822  -1.22
C 2.916 1.254 2.728  0.79
C 2.473 1.104 1.251  -0.19
N 1.190 0.186 1.094  0.62
C -0.163 1.045 1.258  -0.56
C -0.344 2.007 0.148  1.18
C -0.151 1.555 -1.316  -0.37
C 1.096 0.765 -1.502  0.15
C 1.241 -0.361 -0.381  -1.24
C 1.327 -1.038 1.997  -1.37
H 4.705 2.161 2.122  0.13
H 4.163 2.303 3.876  0.60
H 3.536 3.349 2.728  -0.04
H 1.977 1.464 3.241  -0.65
H 3.312 0.318 3.120  0.26
H 3.252 0.615 0.666  0.42
H 2.328 2.054 0.736  -0.36
H -0.251 1.507 2.241  -0.11
H -0.881 0.241 1.103  0.39
H 0.177 2.935 0.380  -0.87
H -1.312 2.496 0.262  0.21
H -0.104 2.397 -2.006  -0.06
H -1.008 0.949 -1.611  0.45
H 1.931 1.439 -1.696  -0.40
H 1.005 0.297 -2.482  0.75
H 2.022 -1.099 -0.569  0.47
H 0.347 -0.944 -0.602  0.52
H 1.323 -0.757 3.050  0.27
H 2.235 -1.582 1.737  0.41
H 0.418 -1.600 1.785  0.65
C 5.069 5.900 7.506  -1.64
C 3.490 5.890 7.222  0.85
C 2.674 5.427 8.423  -0.79
N 1.105 5.293 8.089  0.07
C 0.250 4.713 9.283  -0.49
C 0.453 3.226 9.425  -1.04
C 0.159 2.506 8.121  -0.75
C 0.960 2.990 6.904  0.51
C 0.794 4.501 6.793  -0.54
C 0.561 6.744 8.000  -0.94
H 5.655 6.266 6.663  0.22
H 5.412 4.908 7.798  0.51
H 5.199 6.539 8.380  0.47
H 3.614 5.231 6.363  -0.02
H 3.311 6.934 6.963  -0.19
H 2.673 6.143 9.244  0.52
H 2.945 4.411 8.710  0.41
H 0.536 5.258 10.182  0.43
H -0.790 4.905 9.015  0.43
H 1.506 3.105 9.681  0.37
H -0.113 2.802 10.255  0.49
H 0.374 1.442 8.212  0.50
H -0.925 2.458 8.015  0.37
H 2.034 2.841 7.021  0.34
H 0.613 2.569 5.961  -0.63
H 1.428 4.959 6.033  0.09
H -0.249 4.740 6.589  0.23
H 0.978 7.161 7.084  0.10
H 0.865 7.308 8.882  0.56
H -0.498 6.725 7.739  0.35
C 6.316 3.408 -0.885  0.31
F 7.486 3.342 -0.251  -0.25
F 5.355 3.692 0.003  0.15
F 6.314 4.317 -1.905  -0.23
S 5.849 1.654 -1.485  0.90
O 4.685 1.792 -2.460  -0.40
O 7.065 1.204 -2.185  -0.72
O 5.512 0.935 -0.266  -0.63
C 1.556 5.508 1.741  -0.69
F 1.298 4.464 2.494  0.18
F 2.561 5.310 0.950  0.21
F 0.475 5.772 0.951  0.43
S 2.030 7.039 3.032  -0.19
O 1.714 8.256 2.263  -0.15
O 1.107 6.822 4.181  -0.46
O 3.437 6.915 3.438  0.01
C 2.487 -0.171 6.398  0.47
F 2.869 0.558 7.433  -0.27
F 1.372 -0.729 6.765  -0.24
F 2.268 0.673 5.384  0.02
S 3.773 -1.412 5.835  1.20
O 3.899 -2.360 6.915  -0.68
O 3.233 -1.957 4.586  -0.61
O 4.975 -0.626 5.628  -0.69
C -1.829 0.291 5.375  0.30
F -1.659 -0.617 6.298  -0.21
F -2.545 1.354 5.779  -0.20
F -0.629 0.847 5.059  -0.14
S -2.581 -0.605 3.730  1.01
O -1.372 -1.077 3.093  -0.56
O -3.446 -1.651 4.246  -0.66
O -3.217 0.502 2.939  -0.64
C -2.653 5.648 -1.696  0.30
F -2.824 7.023 -1.641  -0.22
F -1.703 5.204 -0.949  0.20
F -3.748 5.041 -1.455  -0.22
S -2.106 5.178 -3.512  1.04
O -3.243 5.381 -4.402  -0.74
O -1.036 6.103 -3.912  -0.58
O -1.729 3.761 -3.519  -0.60

Forces on atoms 1 to 3 (eV/Å):
C 0.890 0.438 1.064
C -1.281 -0.357 -0.982
C -0.383 -2.015 0.841



# 4
C24H16AuBr2N4O3 | the ωB97M-V functional and the def2-TZVPD basis

The maximum force is 0.1301 Eh/bohr. The energy is -181014.7550 eV. The charge is +1. Its spin multiplicity is 3. The orbital gap (alpha / beta) is 6.028 / 5.034 eV. Its expectation value of S² is 2.038.

Each line ends with the Löwdin spin population.
Atoms and positions in Å:
Au -0.111 3.061 0.169  0.00
Br -1.071 -6.106 3.069  0.00
C -0.460 -5.393 1.491  -0.01
C -0.779 -5.970 0.302  0.00
C -0.335 -5.406 -0.945  -0.01
C 0.369 -4.186 -0.950  0.02
C 0.600 -3.532 0.279  0.00
C 0.141 -4.134 1.492  0.00
N 0.424 -3.776 -2.253  0.07
N 0.811 -2.698 -2.576  0.18
C 1.106 -1.522 -2.896  0.05
C 2.475 -1.106 -3.346  0.20
C 2.661 0.135 -3.826  0.11
C 1.744 1.188 -3.649  0.33
O 2.043 2.315 -3.891  0.85
C 0.415 0.821 -2.995  0.10
N -0.501 1.780 -2.906  0.04
C -1.710 1.412 -2.524  -0.01
C -2.168 0.135 -2.445  0.02
C -1.246 -0.882 -2.635  0.00
C 0.056 -0.512 -2.895  0.04
H -1.462 -6.769 0.321  0.00
H -0.614 -5.953 -1.829  0.00
H 1.068 -2.527 0.262  0.00
H 0.058 -3.581 2.440  0.00
H 3.126 -1.848 -3.148  0.01
H 3.644 0.505 -4.179  0.00
H -2.472 2.169 -2.497  0.00
H -3.135 -0.141 -2.228  0.00
H -1.602 -1.894 -2.538  0.00
Br -2.152 0.236 1.233  0.00
C -0.797 0.705 2.474  0.00
C -1.226 1.232 3.665  0.00
C -0.325 1.649 4.632  0.00
C 1.007 1.412 4.458  0.00
C 1.527 0.940 3.185  0.00
C 0.642 0.580 2.199  0.00
C 1.024 0.314 0.735  0.00
O 1.661 -0.671 0.435  0.00
O 0.602 1.144 -0.119  0.00
H -2.264 1.393 3.878  0.00
H -0.655 2.300 5.446  0.00
H 1.680 1.667 5.285  0.00
H 2.575 0.761 2.988  0.00
C -1.198 7.255 1.270  0.00
C -0.791 5.941 0.722  0.00
N -0.487 4.893 0.562  0.00
H -1.795 7.820 0.588  0.00
H -0.279 7.812 1.625  0.00
H -1.827 7.034 2.065  0.00

Forces on atoms 1 to 3 (eV/Å):
Au 1.038 -1.831 0.184
Br -0.257 -0.394 0.800
C 0.141 1.504 -0.521



# 5
C8H14N2S | the ωB97M-V functional and the def2-TZVPD basis

The energy above the lowest of the compared OMol25 structures with the same formula, charge and spin is 498.2 kJ/mol. The maximum force is 0.1065 Eh/bohr. The energy is -22333.7056 eV. The charge is 0. The orbital gap (alpha / beta) is 7.168 / 7.264 eV.

Each line ends with the natural charge from an NBO analysis.
Atoms and positions in Å:
C -2.601 1.809 -0.368  0.08
C -3.257 0.514 -0.274  -0.55
C -0.416 1.202 0.175  -0.05
C 0.216 0.403 -0.650  -0.25
C 2.517 0.888 0.079  -0.61
C 2.137 -1.216 -1.103  -0.59
C 1.252 -0.879 1.264  -0.60
C 1.517 -0.173 -0.107  -0.06
N -1.379 2.101 -0.078  -0.40
N -3.864 -1.879 0.287  -0.93
S -2.649 -0.840 0.485  0.90
H -3.346 2.672 -0.757  0.20
H -4.280 0.353 -0.690  0.26
H -0.004 1.247 1.211  0.20
H -0.099 0.246 -1.648  0.21
H 2.911 1.453 -0.820  0.21
H 3.354 0.570 0.592  0.20
H 1.970 1.637 0.499  0.21
H 2.162 -1.019 -2.175  0.22
H 3.010 -1.529 -0.678  0.20
H 1.372 -2.116 -1.105  0.19
H 1.959 -1.459 1.745  0.21
H 0.246 -1.352 1.127  0.21
H 1.050 -0.064 1.918  0.19
H -3.779 -2.568 1.070  0.35

Forces on atoms 1 to 3 (eV/Å):
C -0.706 1.321 -0.665
C -0.106 -0.378 -0.179
C 0.880 -0.325 2.024



# 6
C17H11N4O4PtS | the ωB97M-V functional and the def2-TZVPD basis

The maximum force is 0.0232 Eh/bohr. The energy is -46027.7294 eV. The charge is +1. Its spin multiplicity is 3. The orbital gap (alpha / beta) is 7.502 / 6.173 eV. Its expectation value of S² is 2.028.

Each line ends with the Löwdin spin population.
Atoms and positions in Å:
Pt 0.223 0.080 -0.024  0.86
N 2.062 3.773 -0.294  0.10
C 3.210 3.048 -0.267  0.13
C 4.533 3.396 -0.471  0.00
C 5.482 2.398 -0.331  0.15
C 5.130 1.078 -0.003  0.05
C 3.815 0.709 0.177  0.07
C 2.843 1.704 0.045  0.11
N 1.505 1.626 0.192  0.35
C 0.936 2.946 0.082  0.04
C -1.302 2.594 -0.775  0.00
C -2.424 3.371 -0.826  0.00
S -3.823 2.408 -0.616  0.01
C -2.836 1.025 -0.460  0.01
N -1.561 1.264 -0.584  0.05
H 1.984 4.737 -0.567  0.00
H 4.810 4.406 -0.722  0.00
H 6.523 2.637 -0.480  0.01
H 5.913 0.345 0.112  0.00
H 3.520 -0.303 0.416  0.01
H -2.479 4.427 -1.005  0.00
H -3.244 0.046 -0.287  0.00
O -0.182 0.551 2.252  0.01
C 0.530 1.375 2.792  0.00
C 0.362 2.840 2.623  0.00
C 0.116 3.561 3.792  0.00
C -0.161 4.915 3.730  0.00
C -0.213 5.580 2.515  0.00
C 0.066 4.878 1.360  0.01
C 0.378 3.519 1.398  0.02
O -0.039 3.048 -0.971  0.02
N -0.375 5.668 4.965  0.00
O -0.543 6.855 4.853  0.00
O -0.354 5.042 5.995  0.00
H 1.297 1.076 3.520  0.00
H 0.132 3.076 4.756  0.00
H -0.432 6.636 2.498  0.00
H 0.056 5.393 0.412  0.00

Forces on atoms 1 to 3 (eV/Å):
Pt -0.406 -0.409 -0.853
N 0.324 -0.324 -0.378
C -0.303 -0.013 0.057